# 1
Here is the ion C3H8NO with charge +1 at a distorted geometry from the Open Molecules 2025 dataset. Energies are from ωB97M-V/def2-TZVPD.

```
! RIJCOSX wB97M-V def2-TZVPD def2/J DEFGRID3
* xyz 1 1
C 0.347 -0.986 0.526
C -0.593 1.066 0.222
C 0.955 -2.196 -0.084
N -1.106 2.037 -0.729
O 0.038 -0.009 -0.215
H 0.072 -0.847 1.692
H -0.991 1.046 1.203
H 1.371 -2.959 0.709
H 1.837 -1.978 -0.768
H 0.166 -2.765 -0.729
H -0.559 1.960 -1.669
H -0.868 2.985 -0.423
H -2.102 1.819 -0.880
*
```

## Properties
energy = -248.69487 Eh
ΔE to the lowest compared entry with this formula, charge and spin = 88.5 kcal/mol
HOMO-LUMO gap (alpha / beta) = 0.2817 / 0.3101 Eh
M = 74.10 g mol⁻¹
LUMO level (alpha / beta) = -4.014 / -3.711 eV

---

# 2
Here is the ion C3H8NO with charge +1 at a distorted geometry from the Open Molecules 2025 dataset. Energies are from ωB97M-V/def2-TZVPD.

```
! RIJCOSX wB97M-V def2-TZVPD def2/J DEFGRID3
* xyz 1 1
C -0.583 0.865 -0.098
C 1.201 -0.634 -0.572
C -0.302 0.228 1.281
N 0.021 0.144 -1.104
O -0.948 -0.913 1.503
H -1.648 1.087 -0.449
H -0.115 1.867 -0.104
H 2.313 -0.348 -0.546
H 1.001 -1.744 -0.669
H 0.078 0.853 1.984
H -0.591 -0.582 -1.556
H 0.230 0.691 -1.969
H -0.658 -1.513 2.300
*
```

## Properties
energy = -248.67703 Eh
ΔE to the lowest compared entry with this formula, charge and spin = 99.7 kcal/mol
HOMO-LUMO gap (alpha / beta) = 0.3518 / 0.2779 Eh
M = 74.10 g mol⁻¹
LUMO level (alpha / beta) = -4.182 / -4.867 eV

---

# 3
Here is a cluster of 2 separate species, C3H8NO in total at a distorted geometry from the Open Molecules 2025 dataset. Energies are from ωB97M-V/def2-TZVPD.

```
! RIJCOSX wB97M-V def2-TZVPD def2/J DEFGRID3
* xyz 1 1
C -0.786 -0.713 0.704
C -1.924 -1.263 0.313
C 1.429 0.048 0.269
N 0.420 -0.679 -0.059
H -0.600 -0.334 1.700
H -1.983 -1.590 -0.717
H -2.747 -1.498 0.959
H 2.324 -0.209 -0.272
H 1.363 0.769 1.067
H 0.541 -1.367 -0.787
H 0.984 2.860 -0.639
H 0.444 1.951 -1.739
O 0.534 2.025 -0.799
*
```

## Properties
energy = -248.79795 Eh
ΔE to the lowest compared entry with this formula, charge and spin = 23.8 kcal/mol
HOMO-LUMO gap = 0.3598 Eh
M = 74.10 g mol⁻¹
LUMO level = -4.961 eV

---

# 4
Here is a cluster of 2 separate species, C3H8NO in total at a distorted geometry from the Open Molecules 2025 dataset. Energies are from ωB97M-V/def2-TZVPD.

```
! RIJCOSX wB97M-V def2-TZVPD def2/J DEFGRID3
* xyz 1 1
C -2.095 1.883 1.686
N -0.912 1.473 1.416
H -2.788 1.746 0.850
H -2.314 2.111 2.772
H -0.679 1.170 0.479
H -0.191 1.291 2.105
O 0.840 0.227 -0.483
C 1.351 -0.516 -1.301
C 1.193 -1.987 -1.386
H 2.266 -0.154 -1.806
H 1.968 -2.560 -0.860
H 1.148 -2.278 -2.454
H 0.215 -2.405 -1.017
*
```

## Properties
energy = -248.80175 Eh
ΔE to the lowest compared entry with this formula, charge and spin = 21.4 kcal/mol
HOMO-LUMO gap = 0.3097 Eh
M = 74.10 g mol⁻¹
LUMO level = -5.435 eV

---

# 5
Here is a cluster of 2 separate species, C3H8NO in total at a distorted geometry from the Open Molecules 2025 dataset. Energies are from ωB97M-V/def2-TZVPD.

```
! RIJCOSX wB97M-V def2-TZVPD def2/J DEFGRID3
* xyz 1 1
C 0.857 0.354 -0.735
C 1.451 1.526 -1.349
C -1.536 -1.016 1.723
N -0.757 -0.860 0.445
O 0.078 0.177 0.252
H 1.042 -0.963 -1.418
H 2.676 1.460 -1.476
H 1.097 1.599 -2.420
H 1.180 2.500 -0.945
H -1.890 -0.018 2.174
H -2.590 -1.322 1.472
H -1.062 -1.715 2.419
H -0.547 -1.721 -0.142
*
```

## Properties
energy = -248.63738 Eh
ΔE to the lowest compared entry with this formula, charge and spin = 124.6 kcal/mol
HOMO-LUMO gap = 0.3342 Eh
M = 74.10 g mol⁻¹
LUMO level = -5.406 eV

---

# 6
Here is the ion C3H8NO2 with charge -1 at a distorted geometry from the Open Molecules 2025 dataset. Energies are from ωB97M-V/def2-TZVPD.

```
! RIJCOSX wB97M-V def2-TZVPD def2/J DEFGRID3
* xyz -1 1
C 1.167 -1.283 1.192
O 0.451 -0.188 0.810
C -0.225 -0.495 -0.723
O 0.579 -1.079 -1.492
C -0.582 0.944 -1.025
N -1.341 1.583 0.049
H 1.679 -1.096 2.153
H 0.538 -2.177 1.343
H 1.930 -1.572 0.459
H -1.083 -1.074 -0.328
H 0.374 1.428 -1.236
H -1.194 0.948 -1.930
H -1.520 2.550 -0.163
H -0.774 1.511 0.892
*
```

## Properties
energy = -324.33011 Eh
ΔE to the lowest compared entry with this formula, charge and spin = 53.5 kcal/mol
HOMO-LUMO gap = 0.2868 Eh
M = 90.10 g mol⁻¹
LUMO level = 4.519 eV
SMILES = CO[C@H]([O-])CN

---

# 7
Here is a cluster of 2 separate species, C3H8NO2 in total at a distorted geometry from the Open Molecules 2025 dataset. Energies are from ωB97M-V/def2-TZVPD.

```
! RIJCOSX wB97M-V def2-TZVPD def2/J DEFGRID3
* xyz 1 1
O 1.043 1.696 0.200
C 0.141 2.400 -0.154
O -1.028 2.433 0.483
H 0.224 3.126 -0.967
H -1.824 2.444 -0.056
C -0.506 -1.714 -0.728
C 0.940 -1.253 1.120
N 0.086 -0.799 0.293
H -1.567 -1.489 -0.860
H 0.005 -1.428 -1.646
H -0.496 -2.751 -0.408
H 1.106 -2.324 1.169
H 1.663 -0.550 1.530
H 0.215 0.207 0.024
*
```

## Properties
energy = -324.05570 Eh
ΔE to the lowest compared entry with this formula, charge and spin = 44.9 kcal/mol
HOMO-LUMO gap = 0.3962 Eh
M = 90.10 g mol⁻¹
LUMO level = -4.856 eV

---

# 8
Here is the ion C3H8NO2 with charge +1 at a distorted geometry from the Open Molecules 2025 dataset. Energies are from ωB97M-V/def2-TZVPD.

```
! RIJCOSX wB97M-V def2-TZVPD def2/J DEFGRID3
* xyz 1 1
C 0.627 -1.035 -0.138
C -0.068 -0.263 -1.260
C -0.640 0.807 0.526
N 0.531 -0.069 0.982
O -1.040 -0.926 -1.878
O -0.295 2.106 0.593
H 0.025 -1.919 0.078
H 1.654 -1.332 -0.354
H 0.500 0.474 -1.815
H -1.593 0.481 0.925
H 0.448 -0.493 1.916
H 1.341 0.564 0.996
H -1.365 -0.476 -2.669
H -0.958 2.673 1.007
*
```

## Properties
energy = -324.00313 Eh
ΔE to the lowest compared entry with this formula, charge and spin = 77.9 kcal/mol
HOMO-LUMO gap = 0.3503 Eh
M = 90.10 g mol⁻¹
LUMO level = -3.314 eV

---

# 9
Here is the ion C3H8NO2 with charge +1 at a distorted geometry from the Open Molecules 2025 dataset. Energies are from ωB97M-V/def2-TZVPD.

```
! RIJCOSX wB97M-V def2-TZVPD def2/J DEFGRID3
* xyz 1 1
N 0.910 -0.239 1.826
C 0.440 0.484 0.609
C -0.466 -0.338 -0.263
C -0.570 0.179 -1.671
O 0.240 0.887 -2.205
O -1.641 -0.313 -2.285
H 1.496 -1.063 1.613
H 0.129 -0.506 2.402
H 1.530 0.367 2.376
H 1.236 0.922 -0.002
H -0.031 1.406 0.957
H -1.495 -0.423 0.096
H -0.085 -1.365 -0.275
H -1.694 0.004 -3.176
*
```

## Properties
energy = -324.10458 Eh
ΔE to the lowest compared entry with this formula, charge and spin = 14.2 kcal/mol
HOMO-LUMO gap = 0.3854 Eh
M = 90.10 g mol⁻¹
LUMO level = -4.075 eV
SMILES = [NH3+]CCC(=O)O

---

# 10
Here is a structure of composition C3H8NO2Rb at a distorted geometry from the Open Molecules 2025 dataset. Energies are from ωB97M-V/def2-TZVPD.

```
! RIJCOSX wB97M-V def2-TZVPD def2/J DEFGRID3
* xyz 0 1
Rb -0.934 -3.672 -1.752
O 1.664 -4.172 -3.043
H 2.040 -3.291 -3.006
C -1.085 0.005 -0.234
O -0.625 -0.821 -1.011
N -0.346 0.760 0.607
C -0.910 1.844 1.371
C 1.096 0.694 0.602
H -2.162 0.228 -0.132
H -1.956 1.662 1.639
H -0.921 2.794 0.827
H -0.378 1.942 2.315
H 1.511 -0.127 0.022
H 1.504 1.621 0.190
H 1.504 0.534 1.604
*
```

## Properties
energy = -348.38230 Eh
ΔE to the lowest compared entry with this formula, charge and spin = 9.5 kcal/mol
HOMO-LUMO gap = 0.2047 Eh
M = 175.57 g mol⁻¹
LUMO level = -0.474 eV

---

# 11
Here is a cluster of 3 separate species, C3H8NO2S in total at a distorted geometry from the Open Molecules 2025 dataset. Energies are from ωB97M-V/def2-TZVPD.

```
! RIJCOSX wB97M-V def2-TZVPD def2/J DEFGRID3
* xyz -1 1
O 1.086 2.534 0.857
C -0.040 2.301 1.381
N -0.837 1.216 1.326
C -0.718 0.364 0.175
C -0.405 -1.139 0.457
S -0.635 -1.928 -1.225
H -0.501 3.158 1.998
H -2.454 0.050 -0.847
H -1.662 0.313 -0.371
H 0.026 0.809 -0.460
H 0.609 -1.317 0.720
H -1.269 -1.598 1.123
H 1.486 -1.468 -1.507
H 2.871 -2.047 -1.989
O 2.443 -1.249 -1.637
*
```

## Properties
energy = -722.40548 Eh
ΔE to the lowest compared entry with this formula, charge and spin = 142.2 kcal/mol
HOMO-LUMO gap = 0.2228 Eh
M = 122.17 g mol⁻¹
LUMO level = 1.878 eV

---

# 12
Here is the ion C3H8NO2S with charge +1 at a distorted geometry from the Open Molecules 2025 dataset. Energies are from ωB97M-V/def2-TZVPD.

```
! RIJCOSX wB97M-V def2-TZVPD def2/J DEFGRID3
* xyz 1 1
N 0.085 0.744 -1.405
C -0.522 0.297 -0.044
C 0.683 0.079 0.860
S 1.397 1.631 1.578
C -1.094 -1.174 -0.409
O -0.795 -1.847 -1.339
O -1.923 -1.382 0.629
H 0.479 -0.067 -1.989
H -0.513 1.169 -2.082
H 0.862 1.370 -1.123
H -1.291 0.953 0.376
H 0.244 -0.274 1.840
H 1.310 -0.749 0.588
H 2.891 1.485 1.470
H -1.813 -2.237 1.047
*
```

## Properties
energy = -722.24699 Eh
ΔE to the lowest compared entry with this formula, charge and spin = 34.1 kcal/mol
HOMO-LUMO gap = 0.3667 Eh
M = 122.17 g mol⁻¹
LUMO level = -3.558 eV
SMILES = [NH3+][C@H](CS)C(=O)O